[1]
This record from the Open Molecules 2025 dataset describes 8 unconnected molecules or ions with the total composition C27H54O11. The level of theory is wB97M-V/def2-TZVPD.

XYZ file:
```
92
C27H54O11 wB97M-V/def2-TZVPD
C 6.32368 2.34770 2.22023
C 5.16186 1.28757 1.95826
O 4.73587 1.27601 0.64988
C 4.06205 0.31719 0.11272
C 3.61232 0.48780 -1.29263
O 3.65603 -0.71475 0.79163
H 5.93349 3.19156 2.26798
H 7.06581 2.19660 1.36177
H 6.81986 1.98443 3.18470
H 5.65788 0.17147 2.00003
H 4.54234 1.74568 2.82752
H 2.98750 -0.24002 -1.63306
H 4.65265 0.73476 -1.74622
H 3.04022 1.45077 -1.31669
C 2.31764 -2.30331 7.29982
C 1.38031 -1.42336 6.50129
O 1.49353 -1.87547 5.19549
C 0.86169 -1.28976 4.23278
C 0.89370 -2.08209 2.96867
O 0.32109 -0.17433 4.31355
H 2.03753 -3.08642 7.61603
H 2.73074 -1.99450 8.37573
H 3.25428 -2.35839 6.81996
H 0.48563 -1.28891 6.93868
H 1.72528 -0.37133 6.62051
H -0.14454 -1.83544 2.59194
H 1.12522 -3.13002 3.24322
H 1.77880 -1.69384 2.45222
C 0.55011 -2.52103 -0.52827
C -0.21758 -2.09798 -1.76600
O -1.33541 -1.31215 -1.40270
C -1.41266 0.03251 -1.70175
C -2.67564 0.76316 -1.42761
O -0.42499 0.67128 -2.06921
H 1.31580 -3.15914 -0.75806
H -0.18470 -3.12853 0.06213
H 0.70302 -1.49282 -0.05714
H 0.42307 -1.48879 -2.34289
H -0.57801 -2.96441 -2.25515
H -2.74263 1.88184 -1.57113
H -2.75089 0.58139 -0.34248
H -3.54475 0.21829 -1.93893
C -6.71188 -1.26435 -0.46349
C -5.23639 -1.85409 -0.41275
C -4.45426 -1.81786 0.85446
O -4.80232 -2.50663 -1.46662
H -6.98185 -0.62343 -1.36138
H -6.75283 -0.46179 0.37754
H -7.49615 -2.03366 -0.20658
H -3.42514 -2.16493 0.80744
H -5.01070 -2.07377 1.65997
H -4.30432 -0.79432 1.30338
C -3.57695 -0.53233 -4.79607
C -3.19882 0.89427 -5.07499
C -1.74535 1.18190 -5.42633
O -4.06395 1.92921 -4.95951
H -4.63483 -0.56398 -4.97021
H -3.16554 -1.05012 -3.65136
H -2.98440 -1.14847 -5.52459
H -1.20187 0.30666 -5.85988
H -1.26202 1.48380 -4.63508
H -1.63259 2.13285 -6.10207
C -4.44586 3.48093 0.52109
C -3.72362 2.85509 1.71299
C -4.28701 3.11707 3.14613
O -2.56898 2.28521 1.46756
H -3.97387 3.54788 -0.53477
H -4.79371 4.45470 1.04361
H -5.18135 2.64932 0.26421
H -4.23406 4.18691 3.15845
H -3.78701 2.48364 3.90620
H -5.26516 2.58610 3.14956
C -0.15325 3.53611 -0.21098
C 0.86051 3.06846 0.70009
C 0.72020 1.60883 1.10808
O 1.86098 3.84200 1.13098
H 0.20890 4.54527 -0.37175
H -1.11562 3.69530 0.24126
H -0.17749 3.15246 -1.11460
H 1.21000 1.26803 1.75569
H 0.72787 0.97706 0.24785
H -0.25245 1.50186 1.58100
C 3.98863 -1.43786 -4.70384
C 3.92833 -2.74594 -3.83111
C 5.22724 -3.49597 -3.68980
O 2.79341 -3.20769 -3.24442
H 4.14709 -1.64731 -5.66304
H 5.00887 -0.91761 -4.54641
H 3.20606 -0.69318 -4.64168
H 5.99631 -2.83404 -3.23201
H 5.78248 -3.75424 -4.71060
H 5.29752 -4.46053 -3.18842
```

Max |F| in eV/A: 13.38
HOMO-LUMO gap in Ha: 0.34613
Structure (SMILES): CCOC(C)=O.CCOC(C)=O.CCOC(C)=O.CC(C)=O.CC(C)=O.CC(C)=O.CC(C)=O.CC(C)=O



[2]
This record from the Open Molecules 2025 dataset describes a molecular structure, C24H64AlAsF6N4O7. The level of theory is wB97M-V/def2-TZVPD.

XYZ file:
```
107
C24H64AlAsF6N4O7 wB97M-V/def2-TZVPD
Al 0.12324 -1.86668 -4.32794
As -0.96120 -0.71573 -0.07328
F -1.68113 -0.22144 1.40594
F 0.03481 0.71701 -0.15207
F -0.16316 -1.19438 -1.56688
F -1.94431 -2.16799 -0.15040
F -2.27663 0.07994 -1.02320
F 0.27330 -1.57791 0.81966
C 1.42377 1.57163 4.10046
C 2.91467 1.69666 3.86547
C 3.40179 0.41710 3.12685
C 3.13964 0.40947 1.63759
C 3.62112 1.73902 0.99413
C 3.13953 3.03123 1.71403
N 3.35201 2.87517 3.15814
O 3.00895 4.04780 3.82596
C 4.07970 4.08415 1.19780
C 1.66865 3.31861 1.24606
C 3.64027 1.66773 5.24630
H 0.92041 1.35972 3.14979
H 0.93012 2.37562 4.64668
H 1.13923 0.66942 4.64810
H 4.45407 0.28735 3.38423
H 2.86035 -0.42649 3.55700
H 2.06834 0.29827 1.45057
H 3.66205 -0.40182 1.13070
H 3.20561 1.63410 -0.01063
H 4.70196 1.64582 0.88365
H 4.10166 5.02742 1.75492
H 5.02829 3.81310 1.69681
H 4.38414 4.15020 0.16004
H 1.03775 3.64336 2.07742
H 1.68327 4.13795 0.52822
H 1.05441 2.52108 0.82219
H 4.71865 1.75015 5.11852
H 3.43718 0.77146 5.82557
H 3.22147 2.54300 5.74489
H 3.86688 4.38495 4.13845
C 1.65303 -3.89990 -1.12925
O 1.18362 -4.00448 -2.48263
H 2.74767 -3.91052 -1.14735
H 1.49314 -2.92334 -0.67519
H 1.25818 -4.68453 -0.48911
H 1.12118 -4.95005 -2.65123
C -0.84888 -2.07769 4.04458
O 0.26699 -2.45259 3.26851
H -0.61802 -1.97813 5.11318
H -1.29618 -1.10163 3.84816
H -1.54954 -2.91497 3.97066
H 0.30982 -1.86040 2.49217
C -3.03043 1.17975 -4.21493
O -2.18457 0.09849 -3.78802
H -3.96240 0.83606 -4.65989
H -3.23975 1.82408 -3.35892
H -2.42343 1.75417 -4.91297
H -2.51664 -0.22678 -2.94411
C -3.62835 -4.47301 -1.76847
C -2.36748 -4.13972 -2.54307
C -2.14259 -5.09351 -3.72457
O -0.96218 -4.65168 -4.44374
C -0.88460 -5.24695 -5.73265
N -2.53549 -2.82282 -3.18451
H -3.56889 -5.45757 -1.30449
H -4.51100 -4.45654 -2.41319
H -3.80233 -3.67576 -1.04542
H -1.50373 -4.15572 -1.88155
H -2.94633 -5.20024 -4.45624
H -1.92893 -6.09597 -3.34042
H -1.24449 -6.27753 -5.71526
H 0.17089 -5.33204 -5.99880
H -1.38832 -4.64480 -6.49101
H -2.93083 -2.18166 -2.49493
H -3.30371 -2.81470 -3.85467
C -1.75656 2.86456 2.70534
C -3.25136 3.05812 2.42789
C -3.99347 1.71248 2.35337
O -5.33665 1.89061 2.69655
C -6.09390 0.71946 2.77228
N -3.76934 3.86904 3.53242
H -1.29010 2.29538 1.89530
H -1.57764 2.40482 3.67499
H -1.31353 3.86138 2.71553
H -3.36912 3.61077 1.48936
H -3.49112 0.98326 2.99927
H -3.82865 1.33993 1.33589
H -6.08806 0.19630 1.80542
H -7.13868 0.84862 3.03961
H -5.68101 -0.06131 3.42373
H -4.63239 3.41370 3.82772
H -3.90041 4.82276 3.21876
C 1.44550 2.75204 -3.22450
C 1.60983 1.26932 -3.60142
C 2.43458 0.48460 -2.62239
O 2.38712 -0.84479 -2.99471
C 3.56668 -1.60790 -2.63219
N 0.22738 0.77095 -3.64837
H 0.89935 3.38865 -3.91770
H 2.46226 3.11320 -3.00821
H 0.96370 3.02493 -2.27482
H 2.03194 1.35437 -4.60536
H 2.00920 0.70461 -1.62874
H 3.45017 0.86010 -2.45650
H 4.38032 -1.38158 -3.31743
H 3.28732 -2.64860 -2.77934
H 3.68230 -1.45200 -1.56057
H -0.23969 1.14131 -2.82296
H -0.24227 1.15751 -4.46064
```

Max |F| in eV/A: 3.91
HOMO-LUMO gap in Ha: 0.05802
Net charge: +2



[3]
This record from the Open Molecules 2025 dataset describes a molecular structure, C37H44CoN4O3SSb2. The level of theory is wB97M-V/def2-TZVPD.

XYZ file:
```
92
C37H44CoN4O3SSb2 wB97M-V/def2-TZVPD
Co 1.34215 0.41572 -0.52730
O 0.84839 0.39216 1.20016
C 1.65521 0.25676 2.21807
C 1.26615 0.75567 3.47232
C 2.06158 0.60019 4.58266
C 3.27931 -0.07614 4.49411
C 3.69302 -0.57142 3.28283
C 2.91736 -0.41459 2.12195
C 3.40872 -0.89338 0.88243
N 2.74005 -0.81896 -0.24354
N 3.25478 -1.30439 -1.37060
C 2.76008 -0.72562 -2.43982
O 1.87876 0.21712 -2.33428
C 3.24248 -1.17929 -3.74174
C 4.09847 -2.27785 -3.82097
C 4.57041 -2.70157 -5.04640
C 4.17756 -2.05189 -6.20756
C 3.32427 -0.96247 -6.13303
C 2.85988 -0.52280 -4.90903
H 0.30918 1.25192 3.54187
H 1.73913 0.99940 5.53225
H 3.88462 -0.22061 5.37568
H 4.62559 -1.11000 3.19576
H 4.41410 -1.30337 0.84929
H 4.36652 -2.78353 -2.90806
H 5.23698 -3.54943 -5.09829
H 4.52739 -2.39929 -7.16829
H 3.00881 -0.46173 -7.03647
H 2.19754 0.32694 -4.83462
C 0.27473 -4.80186 1.65042
Sb -0.11330 -2.68438 1.28144
C -0.51136 -2.25011 3.38446
C -2.29380 -2.99530 0.97210
C -2.51687 -3.75223 -0.26534
C -2.45398 -5.14430 -0.22130
C -2.53338 -5.91244 -1.36469
C -2.69258 -5.29360 -2.59568
C -2.80300 -3.92018 -2.65374
C -2.72837 -3.12548 -1.50813
C -2.86900 -1.67439 -1.63462
Sb -0.89701 -0.66029 -1.66694
C -1.49521 0.77366 -3.19877
C -0.08554 -2.10455 -3.05078
H -0.46027 -5.22301 2.32570
H 1.26028 -4.90263 2.09115
H 0.25924 -5.34386 0.71047
H -1.03097 -3.08909 3.83612
H -1.12606 -1.35826 3.44693
H 0.41368 -2.07130 3.91984
H -2.74120 -2.00653 0.96384
H -2.63136 -3.54595 1.84689
H -2.32970 -5.62741 0.73669
H -2.47270 -6.98878 -1.29980
H -2.74289 -5.88357 -3.49926
H -2.96278 -3.44043 -3.61044
H -3.43989 -1.21779 -0.83776
H -3.28770 -1.39510 -2.59698
H -1.66836 0.25072 -4.13706
H -0.70546 1.50822 -3.34703
H -2.41356 1.26529 -2.87924
H -0.86072 -2.39940 -3.75133
H 0.26544 -2.98062 -2.51215
H 0.74188 -1.66921 -3.59569
C 0.96765 6.39849 1.13866
C 1.09964 5.61268 2.43741
C 1.25151 4.11198 2.18286
N 0.07479 3.55464 1.56248
C 0.05193 3.00315 0.34829
S 1.44406 2.83711 -0.62125
N -1.10524 2.56811 -0.20510
C -2.30168 2.12014 0.39309
O -2.73525 1.02847 0.00514
C -2.96634 3.03082 1.30274
C -2.77955 4.42045 1.17326
C -3.46921 5.29597 1.98288
C -4.34808 4.81853 2.94656
C -4.54909 3.44903 3.07583
C -3.88065 2.56175 2.25893
H 0.92114 7.46486 1.34715
H 0.06325 6.11532 0.60479
H 1.82183 6.20618 0.49171
H 0.22952 5.78702 3.07626
H 1.98622 5.95000 2.97581
H 1.44059 3.59340 3.12997
H 2.09020 3.93068 1.50634
H -0.78801 3.59125 2.09134
H -0.94067 2.07941 -1.08253
H -2.13035 4.79909 0.39732
H -3.32920 6.36058 1.86080
H -4.87727 5.50910 3.58656
H -5.23597 3.08083 3.82356
H -4.04248 1.49757 2.34044
```

Expectation value of S²: 0.7589
Max |F| in eV/A: 2.49
HOMO-LUMO gap (alpha / beta) in Ha: 0.22474 / 0.22623
Multiplicity: 2



[4]
This record from the Open Molecules 2025 dataset describes 4 unconnected molecules or ions with the total composition CH9NO3. The level of theory is wB97M-V/def2-TZVPD.

XYZ file:
```
14
CH9NO3 wB97M-V/def2-TZVPD
C 2.76648 0.37925 -2.05378
N 1.82058 -0.54320 -2.05924
H 3.85209 0.21785 -2.06551
H 2.51615 1.42582 -2.26334
H 1.09225 -0.26956 -1.48483
H 3.69275 0.77898 6.29456
H 2.84345 0.40459 5.17574
O 3.35321 -0.04728 5.93337
H -1.63326 -0.22327 -0.55048
H -1.26421 -1.51729 -1.18187
O -1.88965 -1.14118 -0.56596
H -6.09539 0.54943 -2.31877
H -5.06668 0.00502 -1.31402
O -5.98778 -0.01916 -1.54587
```

Expectation value of S²: 0.7531
Max |F| in eV/A: 3.02
HOMO-LUMO gap (alpha / beta) in Ha: 0.08272 / 0.18382
Net charge: -1
Multiplicity: 2



[5]
This record from the Open Molecules 2025 dataset describes a single C4H2Cl2N2O4S molecule. The level of theory is wB97M-V/def2-TZVPD.

XYZ file:
```
15
C4H2Cl2N2O4S wB97M-V/def2-TZVPD
C 0.22371 -0.77773 -0.35076
C -0.32389 -2.02585 -0.42131
C -0.58117 0.38792 -0.21889
C -2.55919 -0.56245 -0.15810
N -0.52911 1.39170 -1.33530
N -2.76128 -0.09512 1.31306
O -0.36936 2.54932 -1.12887
O -0.67064 0.84352 -2.40255
O -2.24922 -0.82318 2.13590
O -3.36261 0.89233 1.57580
S -2.05749 -2.19554 -0.33021
Cl 0.55034 -3.49640 -0.76632
Cl -3.59882 0.16300 -1.17288
H 1.31708 -0.49160 -0.55612
H -0.64812 0.82158 0.79648
```

Max |F| in eV/A: 5.01
HOMO-LUMO gap in Ha: 0.29438



[6]
This record from the Open Molecules 2025 dataset describes 8 unconnected molecules or ions with the total composition C39H99N5O13. The level of theory is wB97M-V/def2-TZVPD.

XYZ file:
```
156
C39H99N5O13 wB97M-V/def2-TZVPD
C -1.43353 0.91544 -1.90850
O -0.84051 -0.22548 -1.48942
C 0.52175 -0.00712 -1.04598
C 1.16570 -1.04938 -0.09146
N 0.62085 -2.37675 -0.33207
C 0.88786 -3.41070 0.65351
C 0.44752 -3.15833 2.04767
O -0.92832 -3.33407 2.17943
C -1.67476 -2.20041 1.76990
H -1.62787 1.48520 -0.99982
H -2.28150 0.66056 -2.54419
H -0.70985 1.49707 -2.47955
H 0.49645 0.89986 -0.44195
H 1.07125 0.21811 -1.95999
H 0.94315 -0.69079 0.91353
H 2.22096 -1.09280 -0.36099
H -0.31215 -2.02127 -0.48454
H 1.91304 -3.77862 0.69538
H 0.39687 -4.31820 0.30210
H 0.75470 -2.19903 2.46420
H 0.88820 -3.94520 2.65983
H -2.68083 -2.47515 1.45297
H -1.29673 -1.51304 1.01313
H -1.81441 -1.48704 2.58212
C 4.69260 -3.46783 1.66917
O 4.85829 -3.94797 0.34281
C 6.24485 -3.84704 -0.08596
C 6.43021 -4.01382 -1.59863
N 6.23520 -2.88043 -2.43155
C 4.86440 -2.24916 -2.58555
C 5.03067 -0.90330 -3.39500
O 6.02279 0.00724 -2.88800
C 6.06475 0.16028 -1.43752
H 5.20242 -2.51531 1.81374
H 5.05445 -4.26592 2.31743
H 3.64201 -3.41762 1.95525
H 6.69208 -4.74469 0.34104
H 6.63178 -2.93514 0.36881
H 5.76513 -4.79018 -1.97684
H 7.46140 -4.31093 -1.78963
H 6.98014 -2.20325 -2.35028
H 4.41364 -2.21078 -1.59387
H 4.27650 -2.99330 -3.12288
H 4.04700 -0.44938 -3.51533
H 5.25811 -1.14233 -4.43386
H 6.69282 1.02235 -1.21286
H 6.49358 -0.61445 -0.80190
H 5.04465 0.26248 -1.06730
C 4.37502 1.18937 -6.92612
O 2.96966 1.48094 -6.92205
C 2.18976 0.56039 -6.14237
C 0.79418 1.10766 -5.99283
N 0.51709 2.40846 -5.27330
C 1.38227 2.73903 -4.08512
C 0.79023 3.96885 -3.37500
O 0.82225 5.12433 -4.20199
C 2.13444 5.77830 -4.07916
H 4.58173 0.12074 -6.98440
H 4.78798 1.75608 -6.09162
H 4.71051 1.56788 -7.89167
H 2.75456 0.54367 -5.21027
H 2.09192 -0.45509 -6.52620
H 0.12552 0.39060 -5.51659
H 0.19769 1.33184 -6.87716
H 0.37029 3.24532 -5.81939
H 2.32296 2.94826 -4.59445
H 1.51265 1.95510 -3.33909
H 1.32158 4.16158 -2.44300
H -0.23946 3.85194 -3.03709
H 2.70377 5.39904 -4.92777
H 2.62932 5.66601 -3.11449
H 2.14059 6.84051 -4.32365
C -8.87297 7.95744 -2.81781
O -7.81440 7.30654 -2.11600
C -6.94739 8.30659 -1.69877
C -5.90310 7.82185 -0.63383
N -5.00724 6.89336 -1.27287
C -4.05461 6.35001 -0.32690
C -3.53958 4.99398 -0.64868
O -4.58968 4.10686 -1.05022
C -4.29995 2.70769 -0.96012
H -8.62880 8.95741 -3.17630
H -9.75308 8.04568 -2.18084
H -9.23741 7.50503 -3.74009
H -7.61865 8.95687 -1.13785
H -6.60466 8.87741 -2.56178
H -6.29982 7.26498 0.21506
H -5.30992 8.70473 -0.39564
H -5.67887 6.20174 -1.57400
H -4.49177 6.15292 0.65195
H -3.18222 6.95229 -0.07336
H -3.11209 4.65083 0.29344
H -2.84152 5.07857 -1.48155
H -5.21916 2.14094 -0.81194
H -3.85378 2.45189 0.00092
H -3.80715 2.17210 -1.77153
C -2.33421 1.32815 3.95732
O -1.04479 1.77351 3.51335
C -0.03455 0.83426 3.36932
C 1.35318 1.45785 3.28700
N 1.78158 1.66564 1.87820
C 3.15883 2.20396 1.65424
C 3.35845 2.41830 0.18428
O 2.33540 3.26208 -0.37873
C 2.33559 4.65442 0.09670
H -2.45554 1.24603 5.03743
H -2.44661 0.37121 3.44767
H -3.12736 1.98240 3.59541
H -0.26546 0.29884 2.44840
H -0.07100 0.16936 4.23225
H 1.99156 0.76964 3.84103
H 1.38454 2.34168 3.92415
H 1.03418 2.04321 1.31346
H 3.94985 1.48553 1.86930
H 3.28098 3.14945 2.18266
H 3.27727 1.45112 -0.31178
H 4.37966 2.79926 0.17347
H 3.26904 5.19586 -0.05699
H 2.28829 4.85910 1.16627
H 1.74334 5.25737 -0.59164
C -2.22747 -6.29644 0.18695
C -2.40928 -6.20433 -1.32997
C -1.30708 -5.34688 -1.99644
O -2.38462 -7.47620 -1.90261
H -1.27552 -6.77829 0.40989
H -3.12230 -6.74433 0.61913
H -2.20496 -5.25062 0.49330
H -3.41083 -5.82513 -1.53299
H -1.18262 -4.32769 -1.63056
H -1.54585 -5.13305 -3.03825
H -0.34514 -5.81889 -1.79649
H -2.48295 -7.38955 -2.85362
C -3.42858 -3.95282 4.90066
C -4.30793 -2.67658 5.09561
C -4.80927 -2.00466 3.92590
O -5.32276 -3.18763 5.83150
H -4.00660 -4.76936 4.46794
H -2.75892 -4.26834 5.70072
H -2.66809 -3.78789 4.13741
H -3.72490 -1.96920 5.68535
H -4.08819 -1.48390 3.29586
H -5.46552 -1.21224 4.28579
H -5.51324 -2.58496 3.32941
H -5.82732 -3.79897 5.28995
C 0.02417 -5.09971 5.97439
C 0.91689 -5.56484 7.20532
C -0.02574 -6.28992 8.17549
O 1.92160 -6.43913 6.87328
H -0.58722 -5.85584 5.48188
H 0.73964 -4.62424 5.30347
H -0.64742 -4.31604 6.32502
H 1.44163 -4.72031 7.65201
H 0.51433 -6.57229 9.07920
H -0.69963 -7.02877 7.74181
H -0.68217 -5.49909 8.53851
H 1.61564 -6.90101 6.08928
```

Expectation value of S²: 0.7547
Max |F| in eV/A: 4.40
HOMO-LUMO gap (alpha / beta) in Ha: 0.26298 / 0.08175
Net charge: +1
Multiplicity: 2



max |F| of number 3 (C37H44CoN4O3SSb2)? 2.49 eV/A